Computed, not measured: a cluster of 2 separate species, C2H8N2S2 in total at a distorted geometry, with ωB97M-V/def2-TZVPD.

Atoms and positions in Å:
C (0.78684, -1.73977, -3.51784)
S (2.46369, -1.73702, -4.09994)
S (2.92334, -3.66998, -3.27449)
H (0.15386, -2.30522, -4.21963)
H (0.44816, -0.70570, -3.58236)
H (0.61708, -2.23471, -2.56930)
H (4.21549, -3.45072, -3.12487)
N (-0.96887, 2.41341, 4.21798)
C (-1.82556, 1.97662, 3.23684)
N (-2.80342, 2.56995, 2.64273)
H (-1.49037, 2.97173, 4.88492)
H (-0.47378, 1.65705, 4.67558)
H (-1.60804, 1.00154, 2.75067)
H (-2.43843, 3.25281, 1.97972)

The LUMO energy is 0.26 eV. The HOMO-LUMO gap comes out at 8.320 eV. As for the SMILES: [H]/N=C\N.CSS.

Results of the Löwdin charge analysis, in e, for atoms 1 through 8: atom 1 (C): -0.562, atom 2 (S): 0.391, atom 3 (S): 0.321, atom 4 (H): 0.032, atom 5 (H): 0.029, atom 6 (H): 0.019, atom 7 (H): -0.229, atom 8 (N): 0.087

***

Computed, not measured: a cluster of 2 separate species, CH7N3O in total, with ωB97M-V/def2-TZVPD.

Atoms and positions in Å:
N (0.09506, 1.99997, -0.95532)
C (0.00701, 0.80777, -0.23600)
N (-0.44100, -0.25605, -0.99128)
N (0.40659, 0.63607, 0.95964)
H (0.06998, 2.80030, -0.34181)
H (-0.55656, 2.12720, -1.71716)
H (-0.11394, -0.21197, -1.94625)
H (-0.27800, -1.15733, -0.55292)
H (0.69115, 1.49683, 1.41427)
H (0.12750, -1.89560, 1.65871)
H (0.69765, -3.20715, 1.20424)
O (-0.09623, -2.66756, 1.11394)

The LUMO energy is 0.92 eV. The HOMO-LUMO gap comes out at 10.092 eV. As for the SMILES: N=C(N)N.O.

Results of the Löwdin charge analysis, in e, for atoms 1 through 8: atom 1 (N): 0.101, atom 2 (C): -0.635, atom 3 (N): 0.109, atom 4 (N): 0.092, atom 5 (H): 0.084, atom 6 (H): 0.085, atom 7 (H): 0.089, atom 8 (H): 0.061

***

Computed, not measured: a structure of composition C25H20FN6O5SV, with ωB97M-V/def2-TZVPD.

Atoms and positions in Å:
V (-0.37136, 0.29590, 0.55308)
C (-0.27147, -2.84718, 3.62594)
C (-0.06527, -1.65155, 2.77535)
N (-0.82029, -1.30872, 1.78792)
N (-1.85277, -2.10116, 1.39014)
C (-2.31838, -1.65377, 0.27765)
O (-1.71714, -0.53486, -0.21633)
C (-3.41624, -2.22792, -0.47204)
C (-3.84272, -1.63402, -1.66187)
C (-4.89909, -2.18880, -2.36033)
C (-5.52673, -3.32914, -1.87482)
C (-5.10303, -3.92103, -0.68964)
C (-4.04894, -3.37553, 0.01577)
C (1.04927, -0.72249, 2.96294)
C (1.99316, -0.81892, 3.96115)
C (2.99020, 0.14986, 4.03273)
C (3.00166, 1.17611, 3.10908)
C (2.02420, 1.21203, 2.12575)
N (1.08045, 0.27776, 2.05352)
H (-1.09493, -3.44822, 3.25753)
H (-0.48529, -2.53107, 4.65003)
H (0.64065, -3.44610, 3.64867)
H (-3.35255, -0.74405, -2.03288)
H (-5.23669, -1.73513, -3.28166)
H (-6.35363, -3.76028, -2.42300)
H (-5.59847, -4.80747, -0.31909)
H (-3.71151, -3.82540, 0.93916)
H (1.94998, -1.63012, 4.67369)
H (3.74188, 0.09970, 4.80866)
H (3.75495, 1.94963, 3.13345)
H (1.99851, 1.99860, 1.38541)
S (-1.39551, 1.56087, 2.19060)
C (-1.90476, 2.52789, 0.81322)
C (-2.76029, 3.60063, 0.70529)
C (-2.91908, 4.13815, -0.56727)
C (-2.24417, 3.59627, -1.65782)
C (-1.41370, 2.51145, -1.46091)
N (-1.26210, 2.01132, -0.23203)
H (-3.27537, 3.99808, 1.56796)
H (-3.57403, 4.98768, -0.70930)
H (-2.35618, 4.01500, -2.64699)
H (-0.85294, 2.04395, -2.25833)
F (4.86635, 2.04739, -5.00856)
C (4.57795, 1.66945, -3.77622)
C (3.65054, 0.74746, -3.52896)
N (3.34765, 0.37182, -2.22059)
C (2.45390, -0.71976, -1.92367)
C (1.45489, -0.35352, -0.86500)
O (0.95604, -1.19601, -0.08993)
O (0.94374, 0.83618, -0.75524)
C (3.99768, 0.90724, -1.13491)
O (3.69856, 0.55137, -0.00022)
N (4.93878, 1.84717, -1.42068)
C (5.33120, 2.31728, -2.69293)
O (6.17012, 3.15896, -2.81729)
H (3.10147, 0.26165, -4.32260)
H (2.98366, -1.60297, -1.56089)
H (1.90624, -0.99241, -2.82718)
H (5.44095, 2.24072, -0.63551)

The LUMO energy (spin up / spin down) is -8.39 / -8.39 eV. The HOMO-LUMO gap (spin up / spin down) comes out at 5.797 / 5.797 eV. The total charge is +2.

Results of the Löwdin charge analysis, in e, for atoms 1 through 8: atom 1 (V): 0.951, atom 2 (C): 0.035, atom 3 (C): -0.193, atom 4 (N): -0.056, atom 5 (N): 0.174, atom 6 (C): -0.282, atom 7 (O): -0.117, atom 8 (C): -0.154

***

Computed, not measured: the molecule C2HNO3 at a distorted geometry, with ωB97M-V/def2-TZVPD.

Atoms and positions in Å:
C (-0.84711, 0.31783, -0.62139)
C (0.97447, -0.45380, 0.88958)
N (1.16441, 0.48185, 0.18073)
O (1.14037, -1.31804, 1.65719)
O (0.24142, 1.05050, -0.65765)
O (-1.79408, 0.61971, -1.21613)
H (-0.87947, -0.69805, -0.23234)

The LUMO energy is -0.02 eV. The HOMO-LUMO gap comes out at 10.979 eV. As for the SMILES: O=C=NOC=O.

Calculated atomic charges, method Löwdin, unit e: atom 1 (C): -0.395, atom 2 (C): -0.334, atom 3 (N): 0.131, atom 4 (O): 0.199, atom 5 (O): 0.078, atom 6 (O): 0.166, atom 7 (H): 0.155

***

Computed relative energy (zero: lowest compared OMol25 entry of this formula, charge and spin) (kJ/mol) in order:
225.6 58.8 0.0 280.7